[1]
Density functional theory data (ωB97M-V with the def2-TZVPD basis set) for a cluster of 3 separate species, C22H40N5O5S2 in total at a distorted geometry.

Output
- Lowest unoccupied orbital energy: -4.1 eV
- Total charge: +1
- HOMO-LUMO gap: 7.6 eV
- Energy: -2308.076216 Ha
- HOMO energy: -11.71 eV

Element x y z (Å)
C -1.084 4.712 -0.745
C -2.322 4.039 -1.537
C -2.507 4.519 -3.088
N -3.142 3.106 -0.993
C -2.384 2.356 0.065
C -1.197 1.319 -0.159
C -0.571 0.809 -1.545
N -1.291 1.362 -2.766
N -0.773 0.910 1.192
C 0.309 -0.001 1.693
C 0.492 -1.380 0.873
C 2.032 -1.579 0.333
C 2.415 -0.600 -0.889
C 3.141 -1.360 1.488
C -1.650 1.642 2.124
C -1.669 1.595 3.735
N -2.653 2.537 1.529
N -3.581 3.352 2.168
C -2.876 4.463 2.472
O -2.478 5.473 3.114
H -0.610 5.551 -1.399
H -1.475 5.190 0.224
H -0.210 3.970 -0.536
H -2.262 5.644 -3.132
H -3.557 4.270 -3.495
H -1.722 3.976 -3.757
H -0.575 -0.338 -1.681
H 0.500 1.266 -1.607
H -2.314 1.351 -2.629
H -1.001 0.841 -3.613
H 1.275 0.636 1.766
H 0.034 -0.276 2.793
H 0.351 -2.241 1.649
H -0.288 -1.568 0.052
H 2.144 -2.685 -0.017
H 3.492 -0.754 -1.278
H 2.320 0.526 -0.592
H 1.670 -0.812 -1.753
H 2.888 -1.841 2.500
H 3.247 -0.211 1.670
H 4.203 -1.697 1.121
H -0.588 1.638 4.146
H -2.276 2.439 4.226
H -2.180 0.600 4.034
C -6.798 -0.403 2.070
C -5.371 0.014 2.430
C -4.513 -1.252 2.445
S -5.282 -2.390 1.299
O -5.774 -3.527 2.042
O -4.437 -2.536 0.134
C -6.665 -1.345 0.881
H -7.424 0.460 1.831
H -7.254 -0.928 2.916
H -4.992 0.708 1.672
H -5.332 0.528 3.394
H -3.490 -1.048 2.121
H -4.505 -1.719 3.432
H -7.554 -1.953 0.713
H -6.406 -0.797 -0.028
C 8.109 -2.830 -2.890
C 6.876 -3.384 -3.605
C 5.985 -4.034 -2.545
S 6.319 -3.172 -1.014
O 6.937 -4.096 -0.092
O 5.164 -2.375 -0.652
C 7.582 -2.094 -1.666
H 8.690 -2.169 -3.537
H 8.758 -3.656 -2.580
H 6.336 -2.563 -4.088
H 7.148 -4.101 -4.384
H 4.927 -3.934 -2.793
H 6.235 -5.087 -2.402
H 8.346 -1.915 -0.910
H 7.104 -1.153 -1.949


[2]
Density functional theory data (ωB97M-V with the def2-TZVPD basis set) for a structure of composition C22H40O12S2 at a distorted geometry.

Output
- Lowest unoccupied orbital energy: -0.1 eV
- HOMO-LUMO gap: 9.0 eV
- Energy: -2561.104767 Ha
- HOMO energy: -9.11 eV

Element x y z (Å)
C -1.859 2.876 5.696
C -2.604 1.903 4.892
C -4.031 1.936 4.531
O -4.006 1.401 3.224
C -2.770 1.434 2.660
O -2.380 1.316 1.466
O -1.945 1.852 3.650
H -0.831 2.526 5.783
H -2.148 3.063 6.731
H -1.775 3.887 5.298
H -2.356 0.920 5.291
H -4.405 2.959 4.583
H -4.540 1.391 5.326
C 2.000 -0.983 -5.321
C 0.572 -1.389 -5.032
C -0.071 -0.686 -3.820
O -1.168 -0.020 -4.408
C -1.338 -0.493 -5.684
O -2.258 -0.228 -6.459
O -0.298 -1.176 -6.078
H 2.295 -1.071 -6.366
H 2.767 -1.413 -4.677
H 2.154 0.088 -5.195
H 0.495 -2.435 -4.733
H 0.640 -0.075 -3.265
H -0.474 -1.323 -3.033
C 2.954 -4.292 -1.947
C 1.910 -3.300 -2.162
O 1.193 -3.239 -3.168
C 1.755 -2.417 -0.974
H 3.136 -4.633 -2.966
H 2.714 -5.106 -1.262
H 3.851 -3.759 -1.633
H 2.689 -1.970 -0.633
H 1.217 -2.968 -0.202
H 1.129 -1.572 -1.258
C -0.273 0.032 -1.185
C -0.395 -0.756 0.093
O -0.640 -1.974 0.088
C -0.376 -0.029 1.441
H 0.443 -0.331 -1.922
H 0.019 1.067 -1.002
H -1.242 0.029 -1.685
H 0.545 0.552 1.389
H -0.444 -0.640 2.341
H -1.293 0.560 1.440
C -1.272 -1.539 4.645
C -0.200 -1.286 3.598
C 1.146 -0.949 4.312
S 1.243 -2.362 5.518
O 1.895 -1.977 6.704
O 1.544 -3.580 4.853
C -0.656 -2.383 5.805
H -2.133 -1.998 4.160
H -1.768 -0.631 4.990
H -0.607 -0.476 2.993
H -0.073 -2.120 2.908
H 0.992 -0.118 5.001
H 2.059 -0.844 3.727
H -0.751 -1.709 6.657
H -1.103 -3.367 5.947
C 1.632 1.965 -3.477
C 1.132 2.737 -2.239
C -0.154 3.380 -2.560
S -0.282 3.556 -4.387
O -0.344 4.968 -4.666
O -1.158 2.575 -4.998
C 1.404 2.927 -4.647
H 1.069 1.034 -3.535
H 2.662 1.615 -3.424
H 1.879 3.477 -1.951
H 0.976 2.203 -1.301
H -0.336 4.283 -1.977
H -0.952 2.674 -2.329
H 2.109 3.741 -4.476
H 1.494 2.689 -5.707


[3]
Density functional theory data (ωB97M-V with the def2-TZVPD basis set) for a structure of composition C22H41BrNP3RuS at a distorted geometry.

Output
- Lowest unoccupied orbital energy (alpha / beta): -8.6 / -12.2 eV
- Spin multiplicity: 6
- Total charge: +3
- HOMO-LUMO gap (alpha / beta): 7.2 / 5.5 eV
- Energy: -5007.641245 Ha
- HOMO energy (alpha / beta): -15.75 / -17.70 eV

Element x y z (Å)
Ru 0.076 0.059 -0.835
P 1.813 1.346 -0.240
P -1.280 0.100 1.023
P -1.068 1.724 -1.765
H -0.110 -0.777 -3.976
C 0.439 -1.052 -3.063
C 1.707 -0.280 -3.054
H 1.583 0.746 -3.393
C 3.328 0.357 0.077
C 1.548 2.304 1.288
C 2.456 2.608 -1.416
C -2.800 -0.932 0.870
C -0.495 -0.580 2.542
C -2.038 1.629 1.715
C -0.660 2.243 -3.477
C -1.154 3.397 -1.000
C -2.832 1.245 -1.956
H -0.306 -0.985 -2.212
H 2.320 -0.372 -2.154
H 3.389 -0.522 -0.575
H 3.324 0.004 1.116
H 4.226 0.968 -0.092
H 1.197 1.648 2.094
H 0.805 3.094 1.125
H 2.500 2.765 1.583
H 2.625 2.182 -2.412
H 3.417 2.971 -1.025
H 1.770 3.457 -1.504
H -3.518 -0.643 1.651
H -2.555 -1.994 0.986
H -3.264 -0.774 -0.112
H -0.977 -0.165 3.437
H 0.574 -0.336 2.567
H -0.610 -1.672 2.555
H -2.477 1.373 2.691
H -2.836 2.003 1.061
H -1.279 2.406 1.865
H -1.244 3.145 -3.717
H -0.920 1.452 -4.191
H 0.404 2.484 -3.577
H -1.581 4.092 -1.736
H -0.159 3.764 -0.723
H -1.791 3.403 -0.111
H -3.230 1.724 -2.861
H -3.437 1.551 -1.093
H -2.913 0.157 -2.078
C 1.981 -3.091 -3.758
C 0.720 -2.578 -3.094
C -0.454 -3.403 -3.450
C -0.290 -4.761 -3.376
C 1.018 -5.301 -3.432
C 2.106 -4.483 -3.750
S 3.279 -2.045 -4.065
H 2.518 -0.783 -4.016
H 0.961 -2.860 -2.052
H -1.420 -2.906 -3.570
H -1.159 -5.415 -3.280
H 1.159 -6.375 -3.299
H 3.081 -4.902 -3.991
Br -1.921 -5.628 -0.015
C -0.511 -4.386 0.297
C 0.631 -4.764 0.991
C 1.635 -3.810 1.153
C 1.447 -2.523 0.652
N 0.344 -2.152 -0.023
C -0.627 -3.086 -0.208
H 0.715 -5.773 1.373
H 2.568 -4.025 1.666
H 2.204 -1.753 0.812
H -1.493 -2.798 -0.801


[4]
Density functional theory data (ωB97M-V with the def2-TZVPD basis set) for a structure of composition C22H41ClDyNOP3 at a distorted geometry.

Output
- Lowest unoccupied orbital energy (alpha / beta): -11.1 / -11.0 eV
- Spin multiplicity: 6
- Total charge: +3
- HOMO-LUMO gap (alpha / beta): 2.7 / 2.9 eV
- Energy: -3361.205972 Ha
- HOMO energy (alpha / beta): -13.86 / -13.86 eV

Element x y z (Å)
Dy -0.331 -0.187 0.153
P 1.827 1.062 1.339
P -1.042 1.961 -1.388
P 1.496 -0.549 -1.927
H -1.848 -2.269 -0.019
C -0.777 -2.475 -0.276
C 0.212 -2.469 0.684
H -0.016 -2.279 1.753
C 1.494 1.434 3.117
C 2.543 2.655 0.762
C 3.271 -0.059 1.472
C -2.388 1.403 -2.509
C -1.825 3.293 -0.398
C 0.102 2.903 -2.447
C 2.363 -2.164 -1.827
C 2.880 0.568 -2.348
C 0.568 -0.739 -3.503
H -0.621 -2.602 -1.363
H 1.281 -2.625 0.492
H 1.054 0.553 3.590
H 0.773 2.245 3.227
H 2.414 1.699 3.640
H 1.769 3.426 0.775
H 2.905 2.572 -0.263
H 3.362 2.969 1.410
H 2.952 -0.999 1.931
H 4.041 0.393 2.101
H 3.694 -0.302 0.495
H -2.807 2.261 -3.036
H -3.168 0.920 -1.912
H -2.021 0.665 -3.226
H -2.223 4.074 -1.048
H -1.081 3.726 0.274
H -2.618 2.880 0.228
H -0.443 3.727 -2.911
H 0.547 2.274 -3.219
H 0.913 3.301 -1.830
H 2.938 -2.329 -2.738
H 1.644 -2.971 -1.698
H 3.039 -2.178 -0.971
H 3.342 0.218 -3.269
H 3.629 0.577 -1.557
H 2.524 1.585 -2.493
H 1.238 -1.135 -4.266
H 0.147 0.204 -3.853
H -0.260 -1.441 -3.377
C -2.613 -0.889 -7.112
C -3.745 -1.402 -7.787
C -3.944 -2.783 -7.787
C -3.033 -3.633 -7.141
C -1.909 -3.108 -6.488
C -1.692 -1.732 -6.478
O -2.357 0.449 -7.009
H -3.047 0.930 -7.500
H -4.435 -0.714 -8.280
H -4.816 -3.203 -8.293
H -3.199 -4.711 -7.150
H -1.193 -3.759 -5.984
H -0.828 -1.275 -5.994
Cl -2.668 3.433 4.165
C -2.585 1.832 3.544
C -3.336 0.777 4.064
C -3.207 -0.502 3.518
C -2.333 -0.685 2.451
N -1.647 0.365 1.947
C -1.723 1.607 2.484
H -4.003 0.994 4.900
H -3.758 -1.370 3.882
H -2.127 -1.638 1.946
H -1.090 2.375 2.052


[5]
Density functional theory data (ωB97M-V with the def2-TZVPD basis set) for a structure of composition C22H41ClNP3SY at a distorted geometry.

Output
- Lowest unoccupied orbital energy: -9.9 eV
- Total charge: +3
- HOMO-LUMO gap: 6.6 eV
- Energy: -2837.413831 Ha
- HOMO energy: -16.57 eV

Element x y z (Å)
Y 0.688 0.135 -0.984
P -1.646 -0.969 0.431
P 2.182 -0.721 1.221
P 0.625 -2.637 -1.509
H -0.158 3.214 -2.147
C -0.679 2.625 -2.927
C -1.688 1.822 -2.501
H -2.207 2.005 -1.510
C -2.788 0.125 1.385
C -1.402 -2.281 1.707
C -2.892 -1.737 -0.680
C 3.924 -0.302 0.833
C 2.214 -0.021 2.925
C 2.410 -2.460 1.742
C -0.457 -2.910 -2.994
C 0.190 -4.241 -0.716
C 2.234 -3.246 -2.187
H -0.245 2.701 -3.934
H -1.982 0.828 -2.930
H -2.968 1.056 0.830
H -2.392 0.342 2.395
H -3.759 -0.375 1.514
H -0.898 -1.852 2.590
H -0.836 -3.143 1.323
H -2.402 -2.634 2.011
H -3.229 -0.982 -1.413
H -3.753 -2.001 -0.048
H -2.523 -2.641 -1.190
H 4.558 -0.692 1.651
H 4.017 0.792 0.767
H 4.215 -0.727 -0.138
H 3.143 -0.345 3.426
H 1.328 -0.358 3.473
H 2.153 1.067 2.876
H 3.162 -2.443 2.556
H 2.734 -3.100 0.910
H 1.454 -2.862 2.106
H 0.130 -3.532 -3.687
H -0.735 -1.977 -3.505
H -1.395 -3.430 -2.739
H 0.461 -5.055 -1.406
H -0.881 -4.301 -0.500
H 0.727 -4.405 0.222
H 2.038 -3.869 -3.082
H 2.828 -3.806 -1.441
H 2.834 -2.367 -2.442
C 2.287 0.348 -5.517
C 3.645 0.239 -5.868
C 3.947 0.175 -7.239
C 2.964 0.303 -8.215
C 1.716 0.796 -7.785
C 1.380 0.922 -6.437
S 1.600 -0.218 -3.995
H 1.614 0.892 -2.987
H 4.383 0.232 -5.058
H 4.963 0.057 -7.573
H 3.243 0.195 -9.281
H 1.021 1.083 -8.565
H 0.451 1.413 -6.110
Cl -1.162 2.078 4.718
C -0.772 2.563 3.138
C -1.002 3.865 2.724
C -0.711 4.152 1.386
C -0.252 3.157 0.521
N -0.097 1.848 0.886
C -0.301 1.611 2.223
H -1.399 4.612 3.403
H -0.886 5.143 0.961
H 0.016 3.501 -0.495
H -0.084 0.614 2.609


[6]
Density functional theory data (ωB97M-V with the def2-TZVPD basis set) for a cluster of 5 separate species, C22H41F6NO10 in total at a distorted geometry.

Output
- Lowest unoccupied orbital energy (alpha / beta): -2.5 / -8.7 eV
- Spin multiplicity: 2
- Total charge: +1
- HOMO-LUMO gap (alpha / beta): 8.8 / 2.5 eV
- Energy: -2268.647552 Ha
- HOMO energy (alpha / beta): -11.24 / -11.24 eV

Element x y z (Å)
C 6.429 -4.422 -1.352
C 7.574 -4.614 -2.383
N 8.404 -4.854 -3.210
H 5.944 -5.360 -1.082
H 5.635 -3.773 -1.724
H 6.856 -3.823 -0.548
C -5.954 -1.585 -2.286
O -6.106 -2.531 -3.353
C -4.903 -2.770 -4.110
C -3.622 -3.041 -3.309
O -3.218 -1.936 -2.501
C -2.781 -0.727 -3.249
C -1.361 -0.338 -2.914
O -0.510 -1.438 -3.291
C 0.839 -1.098 -3.625
H -6.919 -1.157 -2.018
H -5.307 -0.730 -2.481
H -5.632 -2.231 -1.469
H -4.810 -1.873 -4.721
H -5.032 -3.717 -4.635
H -2.782 -3.248 -3.972
H -3.881 -3.871 -2.652
H -3.471 0.067 -2.964
H -2.872 -0.893 -4.322
H -1.212 -0.128 -1.855
H -1.142 0.508 -3.566
H 1.229 -0.648 -2.713
H 0.896 -0.414 -4.472
H 1.442 -1.980 -3.840
C -3.291 -2.322 0.552
O -3.146 -2.784 1.866
C -1.827 -3.179 2.269
C -1.150 -1.940 2.897
O -1.850 -1.440 4.083
C -1.157 -0.269 4.548
C -2.103 0.372 5.515
O -3.299 0.781 4.891
C -4.202 1.431 5.778
H -4.155 -1.720 0.272
H -3.473 -3.164 -0.115
H -2.352 -1.844 0.273
H -1.299 -3.623 1.425
H -1.851 -3.932 3.056
H -1.173 -1.143 2.153
H -0.099 -2.177 3.058
H -0.934 0.418 3.732
H -0.227 -0.571 5.031
H -1.656 1.161 6.121
H -2.341 -0.416 6.229
H -4.096 0.978 6.764
H -5.206 1.153 5.458
H -4.211 2.518 5.693
C 3.983 2.434 2.670
C 3.067 1.169 2.598
O 3.632 0.182 1.735
C 2.863 -0.837 1.082
O 1.655 -0.903 1.250
C 3.615 -1.915 0.228
F 4.960 -1.664 0.249
F 3.316 -3.076 0.762
F 3.160 -1.873 -1.065
H 4.311 2.642 1.651
H 4.821 2.243 3.340
H 3.387 3.285 2.999
H 2.005 1.397 2.501
H 2.924 0.657 3.550
C 1.656 4.401 0.194
C 2.391 5.738 -0.044
O 2.989 5.896 -1.321
C 2.349 6.486 -2.430
O 1.271 7.095 -2.241
C 3.218 6.579 -3.680
F 3.098 5.383 -4.404
F 2.855 7.478 -4.463
F 4.521 6.790 -3.351
H 0.824 4.606 0.867
H 2.236 3.493 0.361
H 1.225 4.280 -0.800
H 3.241 5.749 0.638
H 1.793 6.618 0.194


Q: What is the formula in the second record?
A: C22H40O12S2


Q: The highest energy belongs to which entry?
A: C22H41F6NO10


Copy entry 1 word for word.
Density functional theory data (ωB97M-V with the def2-TZVPD basis set) for a cluster of 3 separate species, C22H40N5O5S2 in total at a distorted geometry.

Output
- Lowest unoccupied orbital energy: -4.1 eV
- Total charge: +1
- HOMO-LUMO gap: 7.6 eV
- Energy: -2308.076216 Ha
- HOMO energy: -11.71 eV

Element x y z (Å)
C -1.084 4.712 -0.745
C -2.322 4.039 -1.537
C -2.507 4.519 -3.088
N -3.142 3.106 -0.993
C -2.384 2.356 0.065
C -1.197 1.319 -0.159
C -0.571 0.809 -1.545
N -1.291 1.362 -2.766
N -0.773 0.910 1.192
C 0.309 -0.001 1.693
C 0.492 -1.380 0.873
C 2.032 -1.579 0.333
C 2.415 -0.600 -0.889
C 3.141 -1.360 1.488
C -1.650 1.642 2.124
C -1.669 1.595 3.735
N -2.653 2.537 1.529
N -3.581 3.352 2.168
C -2.876 4.463 2.472
O -2.478 5.473 3.114
H -0.610 5.551 -1.399
H -1.475 5.190 0.224
H -0.210 3.970 -0.536
H -2.262 5.644 -3.132
H -3.557 4.270 -3.495
H -1.722 3.976 -3.757
H -0.575 -0.338 -1.681
H 0.500 1.266 -1.607
H -2.314 1.351 -2.629
H -1.001 0.841 -3.613
H 1.275 0.636 1.766
H 0.034 -0.276 2.793
H 0.351 -2.241 1.649
H -0.288 -1.568 0.052
H 2.144 -2.685 -0.017
H 3.492 -0.754 -1.278
H 2.320 0.526 -0.592
H 1.670 -0.812 -1.753
H 2.888 -1.841 2.500
H 3.247 -0.211 1.670
H 4.203 -1.697 1.121
H -0.588 1.638 4.146
H -2.276 2.439 4.226
H -2.180 0.600 4.034
C -6.798 -0.403 2.070
C -5.371 0.014 2.430
C -4.513 -1.252 2.445
S -5.282 -2.390 1.299
O -5.774 -3.527 2.042
O -4.437 -2.536 0.134
C -6.665 -1.345 0.881
H -7.424 0.460 1.831
H -7.254 -0.928 2.916
H -4.992 0.708 1.672
H -5.332 0.528 3.394
H -3.490 -1.048 2.121
H -4.505 -1.719 3.432
H -7.554 -1.953 0.713
H -6.406 -0.797 -0.028
C 8.109 -2.830 -2.890
C 6.876 -3.384 -3.605
C 5.985 -4.034 -2.545
S 6.319 -3.172 -1.014
O 6.937 -4.096 -0.092
O 5.164 -2.375 -0.652
C 7.582 -2.094 -1.666
H 8.690 -2.169 -3.537
H 8.758 -3.656 -2.580
H 6.336 -2.563 -4.088
H 7.148 -4.101 -4.384
H 4.927 -3.934 -2.793
H 6.235 -5.087 -2.402
H 8.346 -1.915 -0.910
H 7.104 -1.153 -1.949


Q: Which of these has the lowest energy?
A: C22H41BrNP3RuS